<a>
Entry from the OMol25 dataset: an isolated molecule of C9H18N2O4 (ωB97M-V/def2-TZVPD).

The geometry in XYZ format:
```
33
Properties=species:S:1:pos:R:3
C -0.4630 -0.5724 0.8972
C 0.9241 -1.1794 0.9660
C -0.8694 -0.2111 -0.5625
C -2.3794 0.0354 -0.9052
C -2.9109 1.3904 -0.2948
C -3.2468 -1.1258 -0.5006
C 2.6638 0.3367 0.0956
C 2.1079 1.7294 -0.1123
C 2.7669 -0.4592 -1.2714
H -0.3340 1.4442 1.2936
H -0.1757 0.4036 2.6513
H -1.1340 -1.3843 1.2157
H -0.4388 -1.0282 -1.2004
H -0.3072 0.6849 -0.9112
H -2.4003 0.1466 -1.9964
H -2.1889 2.1927 -0.5153
H -2.9754 1.2668 0.8020
H -3.8790 1.6239 -0.7541
H -4.2934 -1.0299 -0.8400
H -2.7981 -2.0756 -0.8495
H -3.3283 -1.1471 0.6008
H 2.7402 -1.0043 1.6102
H 3.7039 0.4481 0.4234
H 1.7661 -0.6398 -1.7069
H 3.4193 0.0845 -1.9726
H 2.5990 -2.2370 -0.6242
H 1.7555 1.5602 1.7316
N -0.6227 0.5980 1.7693
N 2.0305 -0.3817 1.2249
O 1.1469 -2.3848 0.8069
O 2.1500 2.3877 -1.1254
O 3.3404 -1.7301 -1.0111
O 1.6307 2.2577 1.0655
```

Values from the calculation:
Net charge   0
HOMO-LUMO gap   0.3668 hartree
LUMO   0.33 eV
SMILES string   CC(C)C[C@H](N)C(=O)N[C@@H](CO)C(=O)O

<b>
Entry from the OMol25 dataset: an isolated molecule of C9H18N2O4 (ωB97M-V/def2-TZVPD).

The geometry in XYZ format:
```
33
Properties=species:S:1:pos:R:3
C -0.9860 0.4085 1.5566
C -1.0124 -1.0350 0.9339
C -1.9473 1.3819 0.8063
C -2.3224 2.5837 1.6797
C -1.5512 1.7885 -0.6271
C -0.4426 2.8344 -0.7688
C 1.0287 -0.8699 -0.6469
C 1.2381 -1.4809 -2.0327
C 2.3733 -0.9458 0.1537
H 0.3343 1.8542 2.3022
H 0.7774 0.2743 2.5520
H -1.4920 0.2679 2.5262
H -2.9310 0.8595 0.7033
H -3.0374 3.2522 1.1747
H -2.7831 2.1940 2.5998
H -1.4480 3.2046 1.9155
H -2.4996 2.1702 -1.0441
H -1.2516 0.9438 -1.2601
H -0.2550 3.0747 -1.8226
H -0.6879 3.8108 -0.3075
H 0.4790 2.4830 -0.2713
H -0.3577 -2.4248 -0.2816
H 0.7782 0.1846 -0.8124
H 2.2535 -1.6614 0.9967
H 3.1722 -1.2519 -0.5473
H 1.9883 0.7825 0.9370
H 0.6299 -2.9904 -3.0454
N 0.3687 0.9225 1.8395
N -0.1172 -1.5048 0.0485
O -1.9318 -1.7828 1.2483
O 1.9786 -1.1114 -2.9088
O 2.7752 0.3455 0.6302
O 0.4655 -2.5693 -2.2021
```

Values from the calculation:
Net charge   0
HOMO-LUMO gap   0.3775 hartree
LUMO   0.54 eV
SMILES string   CC[C@H](C)[C@H](N)C(=O)N[C@@H](CO)C(=O)O

Which one is the most stable? From the structures above, <b>.